This record from OMol25 describes 6 unconnected molecules or ions with the total composition H10IO5 in a non-equilibrium geometry. The level of theory is ωB97M-V with the def2-TZVPD basis set.

Results
- Energy relative to the best compared isomer or geometry (same formula, charge and spin): 67.90 kJ/mol
- LUMO level: 3.3 eV
- Energy: -679.99574 Ha

```
! RIJCOSX wB97M-V def2-TZVPD def2/J DEFGRID3
* xyz -1 1
I -6.476 3.563 -32.711
O -3.624 1.090 -32.971
H -2.708 1.396 -32.907
H -4.098 1.881 -33.150
O -6.244 -0.054 -32.201
H -6.394 0.804 -32.558
H -6.950 -0.399 -31.649
O -5.610 6.405 -30.684
H -6.173 5.706 -30.336
H -5.525 6.128 -31.603
O -9.328 2.242 -31.025
H -9.519 2.863 -30.317
H -8.916 2.801 -31.693
O -4.094 4.070 -29.843
H -4.524 3.731 -29.056
H -4.825 4.118 -30.493
*
```